# 1
The following is a quantum chemistry calculation of a molecular structure, C30H19BrCoF10IN3O2S, from the Open Molecules 2025 dataset.

Computed properties:
Largest force on an atom = 0.0180 hartree/bohr
HOMO (spin up / spin down) = -4.63 / -4.51 eV
Energy above the lowest of the compared OMol25 structures with the same formula, charge and spin = 0.000 eV
HOMO-LUMO gap (spin up / spin down) = 6.67 / 4.79 eV
E = -193764.08937 eV

The geometry in ORCA input format:
```
! wB97M-V def2-TZVPD RIJCOSX def2/J DEFGRID3
* xyz -1 5
Co 0.372 0.813 -0.130
C 3.834 -0.786 -0.490
N 2.965 0.364 -0.309
C 3.172 1.002 1.001
C 2.320 0.291 2.036
N 0.926 0.605 1.776
C 0.008 0.256 2.732
C -1.151 1.044 2.885
F -1.286 2.174 2.179
C -2.157 0.738 3.779
F -3.232 1.536 3.873
C -2.052 -0.357 4.622
F -3.033 -0.657 5.493
C -0.915 -1.127 4.543
F -0.779 -2.212 5.330
C 0.079 -0.820 3.624
F 1.132 -1.676 3.596
C 3.061 1.257 -1.450
C 2.164 0.846 -2.612
N 0.846 0.372 -2.189
C -0.127 0.257 -3.127
C -1.261 -0.542 -2.822
F -1.278 -1.298 -1.730
C -2.347 -0.650 -3.671
F -3.379 -1.426 -3.343
C -2.349 0.021 -4.873
F -3.395 -0.072 -5.704
C -1.240 0.779 -5.240
F -1.244 1.411 -6.425
C -0.156 0.880 -4.406
F 0.865 1.639 -4.851
H 4.888 -0.466 -0.538
H 3.589 -1.315 -1.413
H 3.719 -1.492 0.329
H 2.857 2.044 0.929
H 4.234 0.972 1.286
H 2.622 0.605 3.044
H 2.548 -0.781 1.965
H 4.090 1.321 -1.844
H 2.786 2.257 -1.133
H 2.616 0.034 -3.196
H 2.088 1.710 -3.268
O -3.282 1.217 -1.653
C -2.382 1.665 -0.940
O -1.563 0.923 -0.290
C -2.259 3.155 -0.778
C -3.459 3.868 -0.787
C -3.496 5.242 -0.652
C -2.294 5.930 -0.539
C -1.097 5.241 -0.555
C -1.040 3.842 -0.661
S 0.587 3.141 -0.711
H -4.372 3.298 -0.906
H -4.441 5.770 -0.640
H -2.288 7.010 -0.443
H -0.161 5.780 -0.482
Br 1.961 -5.814 -1.118
C 1.043 -5.608 0.528
C 0.775 -6.766 1.248
C 0.118 -6.689 2.465
C -0.272 -5.454 2.963
C -0.006 -4.302 2.242
C 0.654 -4.369 1.018
I 0.970 -2.592 0.024
H 1.085 -7.721 0.848
H -0.089 -7.595 3.019
H -0.784 -5.378 3.913
H -0.310 -3.340 2.628
*
```

Partial charges, Löwdin, in e:
1 Co 0.5216
2 C -0.1494
3 N -0.2458
4 C -0.1908
5 C -0.2635
6 N -0.0894
7 C -0.1945
8 C -0.1475
9 F 0.1052
10 C -0.1405
11 F 0.1069
12 C -0.1579
13 F 0.0929
14 C -0.1603
15 F 0.0893
16 C -0.1576
17 F 0.0446
18 C -0.2429
19 C -0.2044
20 N 0.0532
21 C -0.1434
22 C -0.1548
23 F 0.0419
24 C -0.1539
25 F 0.1384
26 C -0.1144
27 F 0.1275
28 C -0.1323
29 F 0.1128
30 C -0.1076
31 F 0.0865
32 H 0.0893
33 H 0.0681
34 H 0.0354
35 H 0.0992
36 H 0.1194
37 H 0.1248
38 H 0.0597
39 H 0.1246
40 H 0.0270
41 H 0.1301
42 H 0.1088
43 O 0.0372
44 C -0.5906
45 O -0.1282
46 C -0.1511
47 C -0.0386
48 C -0.1052
49 C -0.1124
50 C -0.1490
51 C -0.5699
52 S 0.7041
53 H 0.1108
54 H 0.0892
55 H 0.0911
56 H 0.0818
57 Br 0.6947
58 C -0.7385
59 C -0.1495
60 C -0.0905
61 C -0.0746
62 C -0.1425
63 C -0.7205
64 I 1.2197
65 H 0.0917
66 H 0.1010
67 H 0.1072
68 H 0.0765

# 2
The following is a quantum chemistry calculation of 2 unconnected molecules or ions with the total composition C10H12BF3IN2O6, from the Open Molecules 2025 dataset.

Computed properties:
Largest force on an atom = 0.0850 hartree/bohr
HOMO = -4.08 eV
HOMO-LUMO gap = 5.81 eV
E = -42761.60027 eV

The geometry in ORCA input format:
```
! wB97M-V def2-TZVPD RIJCOSX def2/J DEFGRID3
* xyz -1 1
N 2.881 -2.369 4.083
C 2.823 -2.255 2.963
C 2.822 -1.800 1.509
C 4.290 -1.979 0.960
C 5.034 -0.605 1.196
O 5.213 0.107 0.288
I 5.670 -0.037 3.177
C 1.723 -2.583 0.675
C 1.050 -3.623 1.619
N 0.496 -4.352 2.278
O 0.802 -1.723 0.062
B -0.214 -1.256 0.941
O 0.014 -0.047 1.640
O -1.449 -1.877 1.151
H 2.580 -0.714 1.436
H 4.874 -2.718 1.556
H 4.329 -2.168 -0.129
H 2.167 -3.204 -0.138
H -0.408 0.636 1.057
H -1.426 -2.165 2.081
C -4.444 1.525 -2.132
C -3.221 0.945 -1.436
O -1.988 1.383 -1.966
C -1.478 2.697 -1.575
O -1.456 2.835 -0.276
C -2.190 3.880 -2.312
F -2.495 3.557 -3.603
F -1.374 4.958 -2.399
F -3.335 4.312 -1.750
H -4.298 1.570 -3.213
H -5.327 0.916 -1.916
H -4.661 2.531 -1.780
H -3.232 -0.138 -1.607
H -3.276 1.079 -0.351
H -0.492 2.684 -2.088
*
```

Partial charges, Löwdin, in e:
1 N 0.1830
2 C -0.2423
3 C -0.1899
4 C -0.1222
5 C -0.8462
6 O 0.0357
7 I 0.8123
8 C -0.2337
9 C -0.1548
10 N 0.1947
11 O 0.1151
12 B -0.7206
13 O 0.1348
14 O 0.1648
15 H 0.1610
16 H 0.1181
17 H 0.1271
18 H 0.1635
19 H 0.1248
20 H 0.1130
21 C -0.0911
22 C -0.2940
23 O -0.1278
24 C -0.5353
25 O -0.1742
26 C -0.5441
27 F 0.0855
28 F 0.1016
29 F 0.1048
30 H 0.0723
31 H 0.0638
32 H 0.0561
33 H 0.1040
34 H 0.1076
35 H 0.1324

# 3
The following is a quantum chemistry calculation of a molecular structure, C21H38BrN3O7S, from the Open Molecules 2025 dataset.

Computed properties:
Largest force on an atom = 0.0698 hartree/bohr
HOMO (spin up / spin down) = -8.38 / -9.25 eV
HOMO-LUMO gap (spin up / spin down) = 8.41 / 9.28 eV
E = -122067.18544 eV

The geometry in ORCA input format:
```
! wB97M-V def2-TZVPD RIJCOSX def2/J DEFGRID3
* xyz 0 3
N -1.748 -4.035 5.365
C -1.213 -3.031 5.189
O -0.621 -1.923 4.789
C 0.386 -1.491 5.715
O 0.857 -0.286 5.092
S 1.663 -0.849 3.761
O 0.975 -0.681 2.529
O 2.970 -0.276 3.739
O 1.887 -2.412 4.223
C 1.695 -2.315 5.659
Br 1.760 -3.932 6.654
H -0.018 -1.303 6.706
H 2.459 -1.582 5.934
C -0.345 3.301 2.803
C -1.076 2.685 1.584
C -0.107 1.818 0.778
C 0.873 2.612 -0.084
C 0.136 3.635 -0.944
C -0.769 4.555 -0.122
N -1.684 3.767 0.753
O -2.650 3.277 0.036
C 0.097 5.517 0.713
C -1.571 5.455 -1.058
C -2.161 1.783 2.171
H -0.781 4.259 3.086
H -0.425 2.651 3.675
H 0.722 3.446 2.630
H -0.678 1.153 0.119
H 0.446 1.173 1.459
H 1.623 3.105 0.542
H 1.425 1.925 -0.729
H 0.855 4.239 -1.503
H -0.465 3.104 -1.690
H -0.525 6.129 1.368
H 0.644 6.190 0.052
H 0.847 5.021 1.324
H -2.148 4.888 -1.787
H -0.894 6.104 -1.614
H -2.260 6.090 -0.499
H -2.898 2.361 2.731
H -1.703 1.062 2.849
H -2.683 1.213 1.403
C 0.993 -2.537 -4.947
C 0.132 -3.439 -4.028
C -1.278 -2.854 -3.890
C -1.363 -1.645 -2.958
C -0.712 -1.951 -1.611
C 0.723 -2.460 -1.750
N 0.801 -3.604 -2.703
O 0.363 -4.681 -2.123
C 1.634 -1.304 -2.203
C 1.256 -2.865 -0.379
C 0.032 -4.784 -4.747
H 2.049 -2.592 -4.680
H 0.916 -2.853 -5.986
H 0.687 -1.491 -4.923
H -1.953 -3.628 -3.511
H -1.649 -2.580 -4.880
H -0.896 -0.770 -3.419
H -2.411 -1.381 -2.802
H -0.721 -1.058 -0.982
H -1.316 -2.700 -1.088
H 2.650 -1.658 -2.385
H 1.683 -0.546 -1.420
H 1.288 -0.792 -3.098
H 0.627 -3.603 0.116
H 1.298 -1.992 0.273
H 2.265 -3.274 -0.451
H 1.011 -5.257 -4.839
H -0.368 -4.630 -5.749
H -0.637 -5.475 -4.238
*
```

Partial charges, Löwdin, in e:
1 N 0.2023
2 C -0.3202
3 O 0.0482
4 C -0.3212
5 O -0.1169
6 S 0.6733
7 O -0.2063
8 O -0.2098
9 O -0.1878
10 C -0.7145
11 Br 0.8592
12 H 0.1807
13 H 0.1149
14 C -0.0253
15 C -0.4756
16 C -0.1325
17 C -0.1637
18 C -0.1319
19 C -0.4981
20 N -0.0829
21 O -0.0166
22 C -0.0368
23 C -0.0448
24 C -0.0383
25 H 0.0867
26 H 0.0754
27 H 0.0712
28 H 0.1161
29 H 0.0902
30 H 0.1051
31 H 0.1026
32 H 0.1243
33 H 0.1250
34 H 0.0915
35 H 0.0871
36 H 0.0577
37 H 0.0794
38 H 0.0856
39 H 0.0915
40 H 0.0946
41 H 0.0772
42 H 0.0804
43 C -0.0334
44 C -0.4868
45 C -0.1339
46 C -0.1714
47 C -0.1282
48 C -0.4904
49 N -0.0837
50 O -0.0158
51 C -0.0298
52 C -0.0373
53 C -0.0495
54 H 0.0862
55 H 0.0792
56 H 0.0682
57 H 0.1240
58 H 0.1252
59 H 0.1016
60 H 0.1139
61 H 0.1105
62 H 0.1281
63 H 0.0932
64 H 0.0747
65 H 0.0588
66 H 0.0834
67 H 0.0654
68 H 0.0944
69 H 0.0933
70 H 0.0849
71 H 0.0781

# 4
The following is a quantum chemistry calculation of 2 unconnected molecules or ions with the total composition C4H8P, from the Open Molecules 2025 dataset.

Computed properties:
Largest force on an atom = 0.0591 hartree/bohr
HOMO = -14.15 eV
Energy above the lowest of the compared OMol25 structures with the same formula, charge and spin = 2.695 eV
HOMO-LUMO gap = 6.40 eV
E = -13554.46666 eV

The geometry in ORCA input format:
```
! wB97M-V def2-TZVPD RIJCOSX def2/J DEFGRID3
* xyz 1 1
C -0.292 -2.336 -2.354
C 0.709 -2.640 -1.774
C 0.468 0.995 -0.257
C -0.791 1.122 2.075
P -0.423 -0.095 0.879
H -1.241 -2.446 -2.687
H 1.648 -2.543 -1.430
H 0.189 2.073 -0.293
H 0.507 0.474 -1.229
H 1.604 1.132 0.034
H 0.117 1.720 2.096
H -0.822 0.763 3.109
H -1.674 1.781 1.830
*
```

Partial charges, Löwdin, in e:
1 C 0.0190
2 C 0.0182
3 C -0.3201
4 C -0.3442
5 P 1.1787
6 H -0.0040
7 H -0.0115
8 H 0.0780
9 H 0.0252
10 H 0.1337
11 H 0.0514
12 H 0.0613
13 H 0.1141

# 5
The following is a quantum chemistry calculation of C5H11Cl3OSi in the gas phase, from the Open Molecules 2025 dataset.

Computed properties:
Largest force on an atom = 0.1136 hartree/bohr
HOMO = -10.11 eV
Energy above the lowest of the compared OMol25 structures with the same formula, charge and spin = 0.000 eV
HOMO-LUMO gap = 10.69 eV
E = -52855.80981 eV
SMILES = C[Si](C)(C)OCC(Cl)(Cl)Cl

The geometry in ORCA input format:
```
! wB97M-V def2-TZVPD RIJCOSX def2/J DEFGRID3
* xyz 0 1
C 0.603 -1.000 -1.473
Si -0.061 -0.292 0.203
C 0.441 -1.290 1.743
C 0.236 1.534 0.558
O -1.702 -0.537 0.152
C -2.712 0.503 -0.629
C -4.055 0.096 -0.127
Cl -5.400 0.842 -0.937
Cl -4.100 0.656 1.575
Cl -4.153 -1.676 -0.187
H 0.506 -2.178 -1.595
H 0.058 -0.608 -2.360
H 1.740 -0.975 -1.539
H 1.106 -0.579 2.340
H -0.486 -1.597 2.363
H 1.057 -2.167 1.480
H -0.447 1.823 1.233
H 1.272 1.906 0.761
H -0.121 2.244 -0.369
H -2.497 0.208 -1.633
H -2.343 1.485 -0.239
*
```

Partial charges, Löwdin, in e:
1 C -0.1893
2 Si 0.3884
3 C -0.1712
4 C -0.1729
5 O -0.3713
6 C -0.2543
7 C -1.6082
8 Cl 0.6229
9 Cl 0.5900
10 Cl 0.6352
11 H 0.0651
12 H 0.0160
13 H 0.0301
14 H 0.0384
15 H 0.0626
16 H 0.0181
17 H -0.0373
18 H 0.0453
19 H 0.0907
20 H 0.1014
21 H 0.1001

# 6
The following is a quantum chemistry calculation of a gas-phase ion, C4H7IN (charge +1), from the Open Molecules 2025 dataset.

Computed properties:
Largest force on an atom = 0.0618 hartree/bohr
HOMO = -14.55 eV
Energy above the lowest of the compared OMol25 structures with the same formula, charge and spin = 2.170 eV
HOMO-LUMO gap = 9.70 eV
E = -13843.08565 eV
SMILES = C[C@@H]1C/[N+]1=C/I

The geometry in ORCA input format:
```
! wB97M-V def2-TZVPD RIJCOSX def2/J DEFGRID3
* xyz 1 1
C -0.623 1.376 0.350
C -0.814 -0.066 0.139
C -0.200 -1.256 0.899
N 0.341 -0.760 -0.338
C 1.345 -0.580 -1.066
I 1.113 0.795 -2.629
H -1.066 1.707 1.347
H -0.952 1.936 -0.528
H 0.469 1.620 0.502
H -1.790 -0.272 -0.305
H 0.505 -1.227 1.706
H -0.647 -2.201 0.815
H 2.318 -1.071 -0.893
*
```

Partial charges, Löwdin, in e:
1 C -0.0788
2 C -0.2500
3 C 0.0684
4 N -0.1394
5 C -0.4657
6 I 1.0370
7 H 0.1275
8 H 0.0662
9 H 0.1020
10 H 0.1685
11 H 0.1360
12 H 0.1211
13 H 0.1072

# 7
The following is a quantum chemistry calculation of a molecular structure, C3H10BInNO3Tl, from the Open Molecules 2025 dataset.

Computed properties:
Largest force on an atom = 0.1785 hartree/bohr
HOMO = -16.66 eV
HOMO-LUMO gap = 3.70 eV
E = -21422.99701 eV

The geometry in ORCA input format:
```
! wB97M-V def2-TZVPD RIJCOSX def2/J DEFGRID3
* xyz 2 1
N -1.078 2.625 0.982
C -0.461 1.218 1.130
O 0.833 1.228 1.555
C -1.312 -0.159 0.849
C -0.444 -1.546 0.955
In 1.434 -1.612 -0.309
B 1.332 0.066 -1.833
O 2.485 0.875 -2.312
O -0.026 0.405 -2.385
H -1.362 2.804 -0.006
H -0.332 3.337 1.214
H -2.133 -0.217 1.714
H -1.950 -0.121 -0.159
H -0.140 -1.671 2.090
H -1.137 -2.438 0.569
H 2.823 -1.254 0.828
H 1.694 -3.241 -1.103
H 2.475 1.685 -1.691
H -0.259 1.319 -1.995
Tl -2.443 -3.303 -0.093
*
```

Partial charges, Löwdin, in e:
1 N 0.1054
2 C -0.2868
3 O -0.0677
4 C -0.1926
5 C -0.3701
6 In 0.8291
7 B -0.2968
8 O 0.1267
9 O 0.1092
10 H 0.0894
11 H 0.1215
12 H 0.1567
13 H 0.1259
14 H 0.1131
15 H -0.3250
16 H 0.1268
17 H 0.0596
18 H 0.1781
19 H 0.1627
20 Tl 1.2346

# 8
The following is a quantum chemistry calculation of 2 unconnected molecules or ions with the total composition C10H21BN2, from the Open Molecules 2025 dataset.

Computed properties:
Largest force on an atom = 0.1031 hartree/bohr
HOMO = -6.99 eV
Energy above the lowest of the compared OMol25 structures with the same formula, charge and spin = 1.394 eV
HOMO-LUMO gap = 7.55 eV
E = -14363.96520 eV

The geometry in ORCA input format:
```
! wB97M-V def2-TZVPD RIJCOSX def2/J DEFGRID3
* xyz 0 1
B 0.358 0.163 1.117
C -1.527 -0.333 -1.704
C -1.249 0.918 -1.295
C 2.618 0.136 1.737
C 2.123 -1.311 1.472
C -2.167 -1.337 -0.805
C -1.616 -0.659 -3.246
C -0.566 1.883 -2.203
C 1.556 2.304 1.808
C -0.036 -2.303 1.636
C -1.415 1.350 0.052
N 1.460 0.959 1.337
N 0.717 -1.200 1.167
H 3.113 0.409 2.747
H 3.413 0.312 1.096
H 2.620 -1.708 0.550
H 2.305 -2.158 2.255
H -1.863 -1.297 0.185
H -3.314 -1.274 -0.784
H -1.763 -2.233 -1.307
H -2.292 -1.502 -3.399
H -2.017 0.152 -3.851
H -0.629 -0.951 -3.610
H -0.716 2.902 -1.884
H 0.521 1.638 -1.981
H -0.545 1.670 -3.251
H 2.248 2.862 1.168
H 0.687 2.797 1.866
H 2.133 2.316 2.849
H -0.363 -3.016 0.810
H 0.478 -2.788 2.527
H -1.077 -1.949 2.079
H -1.025 2.304 0.243
H -2.169 0.944 0.623
*
```

Partial charges, Löwdin, in e:
1 B -0.2543
2 C -0.2921
3 C -0.3923
4 C -0.1293
5 C -0.1478
6 C -0.0759
7 C -0.0562
8 C -0.0481
9 C -0.0742
10 C -0.1200
11 C 0.0351
12 N -0.0667
13 N -0.1026
14 H 0.1390
15 H 0.0826
16 H 0.1246
17 H 0.1361
18 H -0.0063
19 H 0.1219
20 H 0.0849
21 H 0.0622
22 H 0.0653
23 H 0.0725
24 H 0.0719
25 H 0.1107
26 H 0.0563
27 H 0.0884
28 H 0.0287
29 H 0.1260
30 H 0.0935
31 H 0.0928
32 H 0.1145
33 H 0.0326
34 H 0.0265